{"formula": "H3N2O2P", "method": "ωB97M-V/def2-TZVPD", "homo_ha": [-0.3271, -0.3270], "charge": 0, "relative_energy_kj_mol": 399.5, "homo_lumo_gap_ev": [7.93, 7.92], "spin_multiplicity": 1, "symbols": ["N", "N", "H", "H", "O", "H", "P", "O"], "coordinates": [[0.56235, -1.00891, -0.89045], [-0.94710, 0.83093, 0.63776], [-0.99806, 0.49576, 1.54591], [1.33923, 0.96788, 1.07422], [1.57386, -1.58809, -1.19506], [-1.44136, 0.31441, -0.04878], [0.53652, 1.27571, -0.06077], [-0.62545, -1.28770, -1.06283]], "mulliken_charge": [0.53, -0.52, 0.26, 0.07, -0.49, 0.34, 0.31, -0.51]}

---

{"formula": "C2H3NOS", "method": "ωB97M-V/def2-TZVPD", "smiles": "C1=NOCS1", "homo_ha": -0.3023, "charge": 0, "relative_energy_kj_mol": 350.9, "homo_lumo_gap_ev": 8.96, "spin_multiplicity": 1, "symbols": ["H", "H", "C", "S", "H", "O", "C", "N"], "coordinates": [[-0.46728, 0.23185, 1.66525], [-0.95703, 1.75846, 0.38211], [-0.57168, 0.74567, 0.58655], [-1.29455, -0.41093, -0.59563], [0.62428, -1.79119, -1.39632], [0.98129, 0.64624, 0.52561], [0.38593, -0.86663, -0.99922], [1.29905, -0.31347, -0.16834]], "mulliken_charge": [0.28, 0.32, -0.35, -0.12, 0.38, -0.15, -0.19, -0.17]}

---

{"formula": "C18H25AsBaBr2F6N4O2", "method": "ωB97M-V/def2-TZVPD", "s_squared": 0.78, "homo_ha": [-0.4173, -0.4400], "charge": 1, "relative_energy_kj_mol": 76.5, "homo_lumo_gap_ev": [8.11, 6.50], "spin_multiplicity": 2, "symbols": ["C", "F", "C", "H", "C", "H", "H", "C", "H", "H", "H", "F", "N", "H", "H", "F", "C", "H", "C", "C", "N", "H", "Br", "H", "O", "As", "N", "C", "C", "C", "Ba", "N", "C", "H", "H", "Br", "C", "H", "C", "O", "C", "C", "C", "C", "F", "H", "H", "H", "H", "H", "H", "C", "H", "H", "H", "H", "F", "H", "F"], "coordinates": [[-0.03514, -4.11726, -3.08639], [0.59013, 4.94289, -1.76896], [-1.49175, 3.22351, 3.71191], [-2.04184, 3.45383, 4.62443], [2.01068, -2.10254, 0.45751], [-4.36052, 2.96112, 3.32233], [3.97802, 1.31722, 1.63099], [3.44997, 0.36483, 1.57311], [4.15716, -0.48344, -0.27544], [0.63188, -4.77494, -2.54068], [0.83570, -3.39939, 1.69975], [0.68373, 5.53471, 0.64703], [2.20382, 0.45270, 2.34454], [2.22517, -2.86816, -0.29438], [-0.02364, -2.73953, 0.30947], [2.57710, 4.29008, -0.38418], [-1.15038, -2.14307, -3.17995], [-0.61699, 2.61720, 3.93191], [-0.53254, -4.51435, -4.33311], [-1.69087, -2.42931, -4.44512], [0.03225, -1.44086, 1.91446], [-3.45588, 0.46786, -4.98636], [-3.23264, -1.76389, -6.76695], [-1.16898, 4.17732, 3.28327], [-1.98415, 1.54904, 2.10723], [0.87440, 4.12420, -0.30010], [-0.32859, -2.96514, -2.51538], [-2.32050, 0.06148, -3.21812], [-1.45746, -0.86625, -2.51633], [-2.37153, 2.54329, 2.71558], [-0.17181, 1.06987, 0.36330], [2.04423, -0.76788, -0.15162], [0.67260, -2.48544, 1.11075], [-0.94836, -1.68465, 1.99942], [-0.25050, -5.47755, -4.73404], [-2.72955, 1.68279, -2.38981], [3.25207, 0.02387, 0.08128], [4.11238, -0.37524, 2.03086], [-3.73075, 3.10055, 2.44057], [-1.00776, -0.59288, -1.39638], [0.54006, -1.20001, 3.26419], [-2.52676, -1.44688, -5.07744], [-2.82366, -0.23583, -4.46253], [1.96761, -0.65813, 3.27677], [-0.85552, 3.76586, -0.14902], [3.15473, 0.94944, -0.49176], [2.65583, -1.46566, 3.03357], [0.52067, -2.11275, 3.87547], [-4.17470, 2.59745, 1.58710], [1.88473, -0.85575, -1.14772], [2.82147, -2.17120, 1.18095], [-1.36246, -3.66857, -5.02295], [2.17544, 1.33016, 2.84464], [-3.66923, 4.17639, 2.26869], [-1.75460, -3.94132, -5.99202], [-0.12236, -0.47450, 3.74332], [1.09074, 3.19352, 1.20337], [2.21270, -0.36836, 4.30355], [1.03615, 2.61958, -1.25459]], "mulliken_charge": [-0.14, -0.48, -1.05, 0.42, -0.85, 0.39, 0.51, -0.91, 0.35, 0.45, 0.32, -0.48, 0.00, 0.53, 0.35, -0.50, 0.35, 0.16, -0.85, 0.84, 0.14, 0.48, -0.12, 0.32, -0.71, 2.06, -0.22, 0.09, 0.00, 0.95, 1.99, -0.02, -0.87, 0.26, 0.41, -0.15, -0.67, 0.36, -1.30, -0.55, -0.87, 0.04, -0.43, -0.86, -0.49, 0.36, 0.27, 0.37, 0.30, 0.19, 0.32, -0.74, 0.33, 0.38, 0.36, 0.32, -0.54, 0.47, -0.62]}

---

{"formula": "C6H10O2", "method": "ωB97M-V/def2-TZVPD", "s_squared": 0.75, "homo_ha": [-0.5303, -0.5291], "charge": 1, "relative_energy_kj_mol": 9.0, "homo_lumo_gap_ev": [9.34, 5.88], "spin_multiplicity": 2, "symbols": ["H", "O", "C", "C", "H", "H", "H", "H", "C", "H", "H", "O", "H", "H", "C", "H", "C", "C"], "coordinates": [[0.04723, 2.95219, 1.11549], [-0.80451, -1.76226, -1.90550], [1.71741, 1.16237, 2.14270], [1.14257, -0.12352, 0.02452], [2.21192, 2.11384, 2.26876], [0.24386, -2.13790, 0.25175], [2.51557, 0.45562, 2.25459], [-0.58425, 2.11781, -0.37343], [0.06630, 2.07883, 0.48617], [1.16866, 1.05885, 3.09392], [1.33884, 0.22523, -0.98979], [-1.95789, -0.13874, -0.93811], [-0.54915, -0.85505, 1.14117], [-1.33772, -1.58280, -2.67967], [-1.05929, -0.93823, -0.88803], [2.01586, -0.63957, 0.41059], [-0.04944, -1.10937, 0.20265], [0.91292, 1.04897, 0.94243]], "mulliken_charge": [0.33, -0.44, -1.37, -0.66, 0.43, 0.40, 0.39, 0.34, -0.67, 0.36, 0.49, -0.53, 0.37, 0.36, 0.50, 0.33, -0.56, 0.94]}

---

{"formula": "C19H36INO14", "method": "ωB97M-V/def2-TZVPD", "smiles": "C[C@@H](I)C[C@H]1C(=O)OC[C@@H]1N.COC(=O)OC.COC(=O)OC.COC(=O)OC.COC(=O)OC", "homo_ha": -0.3559, "charge": 0, "homo_lumo_gap_ev": 9.91, "spin_multiplicity": 1, "symbols": ["C", "H", "C", "H", "H", "H", "C", "O", "H", "C", "O", "H", "O", "H", "H", "H", "H", "H", "C", "C", "H", "H", "O", "O", "O", "H", "O", "C", "O", "O", "H", "C", "H", "H", "H", "C", "H", "H", "C", "I", "H", "H", "C", "C", "H", "H", "H", "C", "H", "N", "H", "O", "O", "C", "O", "C", "H", "H", "C", "H", "H", "H", "H", "H", "C", "C", "O", "O", "H", "H", "C"], "coordinates": [[-0.54052, 3.21754, -2.19689], [0.52762, -10.74181, 1.84265], [-3.65051, 1.18256, -0.21714], [2.61736, 2.26253, -4.29667], [0.53746, 12.47959, 2.20301], [0.37934, -1.02290, -0.17730], [-2.89944, -0.79279, -1.16755], [-1.01809, 9.35037, 0.62264], [-3.10770, 7.33950, -2.05601], [0.24314, 12.54467, 1.15714], [1.00919, 10.02383, 1.35977], [-1.46628, 7.97454, -2.28836], [1.91118, 1.56642, -2.54403], [-1.20433, -2.36037, -2.42636], [-2.54494, -3.38875, -3.00628], [1.02560, -6.39279, 3.14434], [-2.16766, -3.29349, -1.26349], [-3.99118, 0.77735, 0.73424], [-1.43624, 5.35020, -2.42382], [1.81909, 0.50489, -1.73627], [-2.64826, 8.06099, -3.62484], [3.65011, 1.01333, -3.54330], [-0.63878, 11.46968, 0.81593], [4.37799, -7.95902, 2.09581], [-1.08158, 4.23378, -3.05163], [-0.33732, 2.37092, -2.84466], [2.25546, -0.59234, -1.97253], [2.62826, 1.31955, -3.75899], [-1.99999, -0.85971, -0.36706], [-3.77572, 0.20549, -1.25653], [-1.26071, 2.94442, -1.42852], [-0.57678, 7.98780, 0.72832], [-0.33507, -5.39871, 2.59208], [0.16968, -8.46674, 2.86363], [1.85410, -0.54529, 0.70413], [-2.19857, -2.74574, -2.20302], [0.28676, 0.24182, 1.06197], [1.30786, -5.04342, 2.04608], [0.44464, -6.77643, 1.09859], [-0.11250, -5.60349, -0.62959], [-0.29886, 7.75717, 1.75478], [0.27840, 7.81445, 0.07773], [2.07341, -8.66990, 1.81200], [1.70351, -7.56732, 0.77598], [-0.41855, -7.42994, 1.21240], [1.61428, -8.02896, -0.20574], [-4.27974, 2.01279, -0.52275], [-0.10912, 10.25454, 0.97660], [-1.41451, 7.37904, 0.40537], [0.76202, -10.50817, 2.80144], [1.34747, -7.98363, 4.80832], [-1.89464, 6.21864, -3.32312], [-1.36038, 5.54689, -1.23568], [0.90948, -0.19768, 0.28966], [-3.14664, -1.67193, -2.13414], [1.80594, -8.78081, 4.22528], [2.32007, -9.57318, 1.24703], [0.37645, 3.56067, -1.72249], [3.34212, -8.30805, 2.57231], [-0.32503, 13.45156, 0.97554], [2.53788, -6.86396, 0.70979], [1.86336, -9.69463, 4.81861], [2.13845, 0.54047, -4.34036], [-0.05006, -10.74481, 3.36118], [1.07476, -9.08247, 2.90017], [0.61020, -5.84771, 2.28826], [3.14060, -8.38324, 3.90041], [1.13046, 0.86071, -0.65697], [1.13512, 12.51951, 0.53384], [-2.61547, 1.50311, -0.11852], [-2.30365, 7.47884, -2.77639]], "mulliken_charge": [-0.32, 0.23, -0.48, 0.23, 0.30, 0.24, 0.84, -0.32, 0.28, -0.63, -0.54, 0.23, -0.22, 0.27, 0.25, 0.16, 0.24, 0.29, 0.75, 0.77, 0.23, 0.30, -0.32, -0.57, -0.35, 0.22, -0.57, -0.74, -0.55, -0.34, 0.08, -0.58, 0.38, 0.09, 0.34, -0.57, 0.23, 0.43, -0.35, 0.08, 0.41, 0.29, 0.00, -1.02, 0.48, 0.42, 0.23, 0.78, 0.12, -0.80, 0.29, -0.35, -0.57, -0.64, -0.36, -0.88, 0.52, 0.33, 0.26, 0.21, 0.43, 0.37, 0.33, 0.28, 0.70, -1.09, -0.38, -0.26, 0.29, 0.12, -0.53]}

---

{"formula": "C26H21NO3", "method": "ωB97M-V/def2-TZVPD", "smiles": "CCOC(=O)[C@@](C#N)(c1ccccc1)[C@@H]1C=C(c2ccccc2)Oc2ccccc21", "homo_ha": -0.2920, "charge": 0, "relative_energy_kj_mol": 395.0, "homo_lumo_gap_ev": 7.78, "spin_multiplicity": 1, "symbols": ["H", "C", "C", "C", "C", "H", "C", "H", "N", "C", "C", "H", "C", "H", "C", "H", "O", "C", "C", "H", "H", "H", "H", "C", "H", "C", "C", "H", "O", "C", "C", "C", "H", "C", "C", "C", "H", "C", "H", "H", "H", "H", "C", "H", "O", "C", "C", "H", "C", "C", "H"], "coordinates": [[4.31293, -2.21425, -1.86662], [-5.00623, 1.48565, -3.48003], [5.41294, 0.03915, 2.99505], [-3.15367, 1.85946, -1.94861], [0.81278, -0.17916, 1.47637], [3.31223, -0.51349, -0.32251], [-3.06664, 0.00991, -3.49536], [-2.71019, 2.10246, 3.60865], [1.60833, -2.71853, 1.37757], [1.85696, 0.49879, 2.42129], [-0.49861, 0.84779, -0.80443], [-0.99681, 1.67256, -0.28236], [-1.48884, -1.17489, 1.89258], [-0.31263, 1.75328, 3.16167], [-3.29677, 0.19115, 2.78119], [-4.90735, 3.10759, -2.05232], [1.62468, 1.45803, 3.16432], [-2.36985, 1.17625, 3.13226], [2.74840, -0.92310, -1.16167], [0.61154, -2.39529, -4.06970], [5.41390, -1.03636, 3.18423], [-1.15102, -2.09193, 1.40038], [-2.66504, 2.44154, -1.16979], [-1.14344, 0.34055, -1.92837], [2.99093, -3.14027, -3.75693], [0.71617, 0.30798, -0.28298], [0.72595, -1.01062, -2.40949], [-5.98461, 1.77570, -3.87424], [3.08991, -0.06002, 2.42386], [1.40852, -0.51174, -1.27867], [-1.01022, 0.97900, 2.85787], [-0.55069, -0.15002, 2.14865], [-2.57404, -0.85418, -3.94011], [4.06587, 0.65842, 3.26943], [-2.85168, -0.98659, 2.16185], [1.26783, -1.57702, 1.44059], [4.06550, 1.72492, 2.99791], [1.23753, -1.97550, -3.28151], [5.71722, 0.20946, 1.95859], [1.38348, 1.06365, 0.24749], [-4.76075, -0.19727, -4.81343], [6.19446, 0.48010, 3.62142], [2.54845, -2.39592, -3.09115], [3.77034, 0.54417, 4.32491], [-0.59343, -0.67573, -2.64702], [-4.31689, 0.37792, -3.99702], [-4.40394, 2.22708, -2.45215], [-4.36274, 0.33473, 2.98337], [3.29484, -1.86049, -2.03219], [-2.44758, 0.73508, -2.45359], [-3.56798, -1.75999, 1.86072]], "mulliken_charge": [0.37, -0.43, -1.21, -0.36, 2.95, 0.45, -0.47, 0.39, -0.73, -0.12, -0.96, 0.22, -0.22, 0.50, -0.37, 0.37, -0.67, -0.80, -0.20, 0.42, 0.31, 0.34, 0.32, 0.88, 0.37, 0.93, 0.08, 0.37, -0.25, 0.23, -0.36, -0.75, 0.39, -0.21, -0.74, -0.54, 0.31, -0.71, 0.30, 0.20, 0.36, 0.41, -0.43, 0.29, -0.57, -0.56, -0.71, 0.39, -0.74, 0.53, 0.37]}